Record 1
Below is a molecular structure, C22H24N6O5SV, with properties calculated with wB97M-V/def2-TZVPD.

## Properties
Expectation value of S²: 0.890
E, eV: -78864.84852
Maximum force, eV/Å: 1.09

The geometry in ORCA input format:
```
! wB97M-V def2-TZVPD RIJCOSX def2/J DEFGRID3
* xyz 4 2
V -1.425 1.360 -0.449
O -5.072 0.920 1.265
C -3.854 1.104 0.967
O -3.345 0.969 -0.178
C -2.919 1.545 2.047
C -3.195 1.823 3.373
C -2.137 2.262 4.172
C -0.858 2.430 3.622
C -0.683 2.134 2.286
N -1.694 1.682 1.531
C 0.531 2.258 1.402
O 1.697 2.641 1.747
O 0.332 1.950 0.202
H -5.655 0.636 0.528
H -4.197 1.715 3.770
H -2.306 2.487 5.219
H -0.048 2.793 4.243
H 1.841 2.902 2.676
N -3.675 4.002 -4.298
C -2.684 3.968 -3.416
C -2.468 2.887 -2.530
N -1.449 2.941 -1.646
C -0.625 4.001 -1.622
C -0.870 5.040 -2.521
N -1.856 5.035 -3.385
H -4.332 3.250 -4.425
H -3.747 4.805 -4.910
H -3.094 2.001 -2.536
H 0.210 4.004 -0.942
H -0.212 5.903 -2.529
C 0.352 -1.896 2.625
C -0.153 -3.091 1.829
C -0.486 -2.745 0.387
N 0.716 -2.246 -0.310
C 0.859 -1.267 -1.148
S -0.563 -0.263 -1.665
N 1.960 -0.918 -1.780
C 3.446 -1.302 -1.451
O 4.155 -0.364 -1.484
C 3.689 -2.711 -1.165
C 4.752 -3.039 -0.319
C 5.076 -4.376 -0.140
C 4.378 -5.355 -0.834
C 3.336 -5.030 -1.704
C 2.984 -3.702 -1.871
H 0.474 -2.149 3.677
H -0.371 -1.068 2.571
H 1.318 -1.534 2.267
H -1.059 -3.497 2.281
H 0.576 -3.904 1.847
H -1.253 -1.965 0.343
H -0.852 -3.610 -0.168
H 1.569 -2.805 -0.192
H 1.944 -0.077 -2.349
H 5.326 -2.256 0.161
H 5.884 -4.650 0.524
H 4.670 -6.392 -0.724
H 2.825 -5.803 -2.261
H 2.234 -3.434 -2.605
*
```

=====

Record 2
Below is a molecular structure, C22H24N6O9Pt, with properties calculated with wB97M-V/def2-TZVPD.

## Properties
Relative energy (zero: lowest compared OMol25 entry of this formula, charge and spin), eV: 0.000
Maximum force, eV/Å: 0.39

The geometry in ORCA input format:
```
! wB97M-V def2-TZVPD RIJCOSX def2/J DEFGRID3
* xyz 0 1
Pt -0.145 0.037 -1.247
C -0.304 6.772 0.096
O 1.052 6.397 -0.103
C 1.307 5.117 -0.418
C 2.679 4.809 -0.604
C 3.032 3.541 -0.921
C 2.083 2.486 -1.089
C 2.527 1.194 -1.485
C 3.981 0.833 -1.609
O 1.781 0.209 -1.763
C 0.702 2.813 -0.873
O -0.289 1.984 -0.922
C 0.350 4.145 -0.549
H -0.290 7.833 0.324
H -0.742 6.222 0.931
H -0.893 6.596 -0.807
H 3.411 5.596 -0.490
H 4.082 3.335 -1.060
H 4.664 1.670 -1.681
H 4.107 0.186 -2.475
H 4.239 0.254 -0.719
H -0.702 4.336 -0.400
O -3.905 0.868 -0.008
C -2.805 0.382 0.130
O -2.109 -0.113 -0.863
C -2.262 0.251 1.557
C -3.198 -0.005 2.555
C -2.773 -0.183 3.859
C -1.448 -0.099 4.237
C -0.548 0.180 3.231
C -0.923 0.359 1.912
N 0.888 0.270 3.567
O 1.672 0.387 2.645
O 1.196 0.238 4.736
N -3.778 -0.479 4.904
O -4.941 -0.515 4.566
O -3.370 -0.661 6.033
H -4.249 -0.057 2.310
H -1.140 -0.243 5.260
H -0.164 0.587 1.183
C -0.286 -2.659 -0.098
N -0.113 -2.023 -1.447
C -1.238 -2.510 -2.321
N -1.247 -3.954 -2.411
C -1.398 -4.511 -1.065
N -0.297 -4.103 -0.187
C 0.964 -4.549 -0.783
N 1.156 -3.991 -2.124
C 1.166 -2.547 -2.029
C 0.030 -4.407 -2.962
H -1.230 -2.298 0.311
H 0.536 -2.322 0.535
H -1.098 -2.069 -3.309
H -2.169 -2.141 -1.898
H -1.415 -5.600 -1.130
H -2.341 -4.167 -0.639
H 0.962 -5.638 -0.847
H 1.791 -4.235 -0.144
H 1.288 -2.101 -3.016
H 1.982 -2.218 -1.390
H 0.023 -5.496 -3.032
H 0.156 -3.992 -3.964
*
```

=====

Record 3
Below is a gas-phase ion, C22H24NO2 (charge +1), with properties calculated with wB97M-V/def2-TZVPD.

## Properties
Relative energy (zero: lowest compared OMol25 entry of this formula, charge and spin), eV: 0.000
Maximum force, eV/Å: 2.97
Structure (SMILES): CO[C@H](C/C(=[NH+]\C(C)=O)C1=CCCc2ccccc21)c1ccccc1

The geometry in ORCA input format:
```
! wB97M-V def2-TZVPD RIJCOSX def2/J DEFGRID3
* xyz 1 1
C 0.449 2.773 4.106
O 0.518 1.494 3.458
C 0.797 1.512 2.062
C -0.502 1.439 1.276
C -0.554 0.772 -0.033
N 0.234 1.121 -1.092
C 1.269 2.055 -1.182
C 2.167 1.770 -2.350
O 1.437 2.974 -0.387
C -1.701 -0.046 -0.395
C -2.976 0.261 0.036
C -4.199 -0.398 -0.474
C -3.979 -1.135 -1.822
C -2.605 -1.674 -2.056
C -2.383 -2.582 -3.096
C -1.105 -3.074 -3.359
C -0.028 -2.674 -2.553
C -0.242 -1.764 -1.522
C -1.505 -1.174 -1.328
C 1.768 0.354 1.834
C 2.939 0.571 1.112
C 3.872 -0.455 0.953
C 3.647 -1.692 1.557
C 2.471 -1.912 2.284
C 1.515 -0.898 2.399
H -0.118 2.621 5.031
H 1.465 3.128 4.356
H -0.062 3.540 3.493
H 1.294 2.452 1.771
H -1.241 0.881 1.877
H -0.863 2.479 1.150
H 0.097 0.620 -1.973
H 1.622 1.378 -3.219
H 2.666 2.696 -2.637
H 2.930 1.037 -2.046
H -3.105 1.025 0.803
H -4.600 -1.110 0.265
H -4.983 0.359 -0.628
H -4.715 -1.947 -1.920
H -4.220 -0.416 -2.623
H -3.237 -2.913 -3.690
H -0.955 -3.792 -4.164
H 0.968 -3.076 -2.727
H 0.583 -1.493 -0.857
H 3.105 1.566 0.694
H 4.780 -0.257 0.384
H 4.398 -2.482 1.479
H 2.296 -2.867 2.782
H 0.590 -1.049 2.969
*
```

=====

Record 4
Below is 2 unconnected molecules or ions with the total composition C22H24NO3, with properties calculated with wB97M-V/def2-TZVPD.

## Properties
Relative energy (zero: lowest compared OMol25 entry of this formula, charge and spin), eV: 0.000
Maximum force, eV/Å: 2.74

The geometry in ORCA input format:
```
! wB97M-V def2-TZVPD RIJCOSX def2/J DEFGRID3
* xyz -1 1
C 2.696 0.837 1.064
C 1.885 1.066 2.354
C 1.187 -0.260 2.708
C 1.436 -1.259 1.562
O 0.935 -2.368 1.472
C 2.408 -0.595 0.568
H 2.459 1.582 0.298
H 3.760 0.939 1.289
H 2.552 1.370 3.164
H 1.149 1.866 2.227
H 1.581 -0.674 3.652
H 0.108 -0.132 2.853
H 1.968 -0.601 -0.437
H 3.341 -1.175 0.498
C -1.111 -4.201 4.934
C 0.082 -4.594 4.081
O -0.377 -5.122 2.818
C 0.640 -5.298 1.926
C 0.115 -5.333 0.547
N 0.906 -5.397 -0.477
C 0.603 -5.097 -1.737
C 1.491 -5.612 -2.798
C 1.519 -5.064 -4.098
C 2.435 -5.509 -5.051
C 3.335 -6.539 -4.746
C 3.283 -7.129 -3.476
C 2.390 -6.660 -2.503
C -0.595 -4.261 -2.003
C -1.398 -4.428 -3.154
C -2.514 -3.616 -3.368
C -2.934 -2.706 -2.387
C -2.218 -2.616 -1.188
C -1.049 -3.354 -1.019
O 1.814 -5.399 2.226
H -0.719 -3.777 5.868
H -1.722 -3.439 4.430
H -1.733 -5.068 5.181
H 0.719 -3.717 3.887
H 0.677 -5.359 4.610
H -0.986 -5.311 0.467
H 0.802 -4.290 -4.357
H 2.456 -5.042 -6.028
H 4.054 -6.877 -5.500
H 3.964 -7.949 -3.252
H 2.368 -7.131 -1.522
H -1.170 -5.233 -3.858
H -3.073 -3.690 -4.297
H -3.818 -2.082 -2.533
H -2.548 -1.971 -0.373
H -0.506 -3.238 -0.080
*
```

=====

Repeat the first record exactly.
Below is a molecular structure, C22H24N6O5SV, with properties calculated with wB97M-V/def2-TZVPD.

## Properties
Expectation value of S²: 0.890
E, eV: -78864.84852
Maximum force, eV/Å: 1.09

The geometry in ORCA input format:
```
! wB97M-V def2-TZVPD RIJCOSX def2/J DEFGRID3
* xyz 4 2
V -1.425 1.360 -0.449
O -5.072 0.920 1.265
C -3.854 1.104 0.967
O -3.345 0.969 -0.178
C -2.919 1.545 2.047
C -3.195 1.823 3.373
C -2.137 2.262 4.172
C -0.858 2.430 3.622
C -0.683 2.134 2.286
N -1.694 1.682 1.531
C 0.531 2.258 1.402
O 1.697 2.641 1.747
O 0.332 1.950 0.202
H -5.655 0.636 0.528
H -4.197 1.715 3.770
H -2.306 2.487 5.219
H -0.048 2.793 4.243
H 1.841 2.902 2.676
N -3.675 4.002 -4.298
C -2.684 3.968 -3.416
C -2.468 2.887 -2.530
N -1.449 2.941 -1.646
C -0.625 4.001 -1.622
C -0.870 5.040 -2.521
N -1.856 5.035 -3.385
H -4.332 3.250 -4.425
H -3.747 4.805 -4.910
H -3.094 2.001 -2.536
H 0.210 4.004 -0.942
H -0.212 5.903 -2.529
C 0.352 -1.896 2.625
C -0.153 -3.091 1.829
C -0.486 -2.745 0.387
N 0.716 -2.246 -0.310
C 0.859 -1.267 -1.148
S -0.563 -0.263 -1.665
N 1.960 -0.918 -1.780
C 3.446 -1.302 -1.451
O 4.155 -0.364 -1.484
C 3.689 -2.711 -1.165
C 4.752 -3.039 -0.319
C 5.076 -4.376 -0.140
C 4.378 -5.355 -0.834
C 3.336 -5.030 -1.704
C 2.984 -3.702 -1.871
H 0.474 -2.149 3.677
H -0.371 -1.068 2.571
H 1.318 -1.534 2.267
H -1.059 -3.497 2.281
H 0.576 -3.904 1.847
H -1.253 -1.965 0.343
H -0.852 -3.610 -0.168
H 1.569 -2.805 -0.192
H 1.944 -0.077 -2.349
H 5.326 -2.256 0.161
H 5.884 -4.650 0.524
H 4.670 -6.392 -0.724
H 2.825 -5.803 -2.261
H 2.234 -3.434 -2.605
*
```